The following is a quantum chemistry calculation of C29H47N5O9 as an isolated structure in a non-equilibrium geometry, from the OMol25 dataset.

Last column: Mulliken charge in e.
Positions of all 90 atoms, in Å:
C1 0.266319 -1.484799 1.761258  0.622
C2 -0.389533 -0.260992 1.130286  1.004
O1 0.156081 -0.218534 -0.189570  0.112
C3 1.094442 -1.197443 -0.350753  0.317
O2 1.730923 -1.314374 -1.352348  -0.510
O3 1.233664 -1.881639 0.769979  -0.373
H1 -0.441808 -2.300279 1.919935  -0.255
H2 0.715840 -1.321348 2.734631  0.110
H3 -0.047762 0.670611 1.584190  -0.180
H4 -1.465603 -0.332122 0.992026  -1.200
C4 -3.088478 2.457066 -0.376247  -0.869
C5 -3.035572 1.353151 0.674840  0.078
O4 -2.129550 1.922792 1.661225  -0.183
C6 -1.452589 2.944863 1.064893  0.712
O5 -0.503306 3.492186 1.542410  -0.563
O6 -1.780688 3.024245 -0.227321  -0.265
H5 -3.905984 3.171418 -0.333050  0.337
H6 -3.046521 2.003549 -1.369665  0.789
H7 -2.656096 0.403781 0.310859  0.001
H8 -4.031036 1.274031 1.109099  0.527
C7 5.013888 -1.109642 -0.991215  -0.143
C8 4.862929 -0.260993 0.254471  0.562
O7 4.424487 -1.271753 1.223763  -0.378
C9 4.710409 -2.508939 0.774154  0.704
O8 4.646494 -3.519240 1.394821  -0.572
O9 5.133314 -2.439427 -0.481775  -0.401
H9 5.951794 -1.012676 -1.537458  0.331
H10 4.156025 -1.044385 -1.659536  0.098
H11 4.062242 0.461677 0.362651  -0.566
H12 5.796838 0.175837 0.613928  0.308
C10 -2.323366 -5.660164 1.599376  -0.963
C11 -3.804480 -5.506012 1.988017  -0.465
C12 -4.459950 -4.387080 1.156790  -0.616
C13 -3.887352 -3.063798 1.393938  0.322
N1 -3.488087 -2.002155 1.561471  -0.377
H13 -2.233612 -5.448284 0.533326  0.292
H14 -1.922262 -6.616967 1.923341  0.359
H15 -1.723635 -4.897171 2.101274  0.184
H16 -3.816138 -5.280883 3.055911  0.337
H17 -4.354776 -6.433113 1.838919  0.317
H18 -5.528704 -4.336783 1.372969  0.319
H19 -4.373579 -4.648123 0.101513  0.278
C14 -1.403550 2.126035 4.996079  -0.903
C15 -1.377114 1.024310 6.047468  -0.435
C16 -0.776297 -0.262691 5.490976  -0.246
C17 0.601856 -0.120967 4.978229  0.303
N2 1.631427 0.067633 4.511302  -0.499
H20 -1.655285 3.108297 5.399380  0.396
H21 -2.208350 1.906371 4.288790  0.107
H22 -0.485345 2.246654 4.421141  0.236
H23 -2.359847 0.968386 6.510152  0.333
H24 -0.689129 1.369535 6.826055  0.291
H25 -1.327169 -0.716200 4.665370  0.177
H26 -0.653279 -0.986048 6.301904  0.352
C18 0.236969 2.663903 -1.959898  -0.896
C19 -0.473183 1.666752 -2.861251  -0.362
C20 -1.810791 1.182657 -2.371996  1.396
C21 -2.842354 2.243719 -2.454680  -0.473
N3 -3.640276 3.066596 -2.517597  -0.750
H27 0.644065 2.174209 -1.074411  -0.109
H28 -0.385799 3.503135 -1.644420  0.509
H29 1.103771 3.038167 -2.499407  0.572
H30 0.174849 0.814918 -3.084331  -0.353
H31 -0.597084 2.092998 -3.863589  0.652
H32 -1.765234 0.946201 -1.307183  -0.879
H33 -2.115236 0.318941 -2.961817  0.253
C22 1.113035 -1.225468 -5.126554  -0.833
C23 -0.209935 -1.894464 -5.447795  -0.227
C24 -0.788155 -1.615691 -6.836602  -0.580
C25 -1.278747 -0.260706 -7.049290  0.324
N4 -1.706517 0.799077 -7.177196  -0.440
H34 1.343440 -1.556312 -4.113420  0.089
H35 1.036405 -0.136191 -5.072551  0.265
H36 1.872981 -1.474052 -5.869933  0.451
H37 -0.967093 -1.445663 -4.787197  -0.031
H38 -0.077834 -2.927574 -5.127632  0.435
H39 -1.506964 -2.361288 -7.171909  0.352
H40 0.088193 -1.781212 -7.480217  0.265
C26 3.148823 2.837785 1.675837  -0.652
C27 2.854328 3.924854 0.647563  -0.075
C28 3.737405 3.848601 -0.608352  -0.760
C29 3.450000 2.614698 -1.362130  0.354
N5 3.220843 1.715879 -2.040921  -0.450
H41 2.637594 1.919417 1.366277  -0.266
H42 2.773150 3.075040 2.669551  0.400
H43 4.201909 2.569654 1.774715  0.376
H44 2.992119 4.893606 1.130011  0.360
H45 1.823507 3.865481 0.301618  0.042
H46 4.825966 3.870204 -0.515144  0.401
H47 3.522711 4.704722 -1.252318  0.384

Force components x, y, z for each atom (eV/Å):
C -0.540 -0.475 -0.122
C 0.686 0.295 -0.177
O 0.221 -0.639 -0.618
C -0.193 1.406 -0.191
O -0.066 -0.440 0.054
O 0.163 -0.722 0.786
H -0.050 -0.090 -0.381
H 0.546 0.297 -0.312
H -0.445 -0.139 0.359
H 0.538 -0.260 0.804
C 1.320 -2.337 4.113
C -0.996 2.033 0.770
O -0.537 0.365 -0.064
C 1.729 -1.498 0.116
O -0.603 0.235 0.287
O -1.703 1.141 0.604
H 0.141 0.015 -0.029
H -2.279 -1.180 7.696
H -0.351 0.185 -0.049
H 0.193 -0.537 0.277
C 0.255 -0.142 -0.726
C -0.407 -0.853 1.456
O 0.298 0.195 0.277
C 0.154 0.346 0.170
O -0.275 -0.183 0.430
O -0.085 -0.335 -0.643
H -0.195 0.756 -0.066
H 0.028 0.009 0.056
H 0.120 0.235 -0.948
H 0.028 -0.083 -0.043
C -0.411 0.552 0.232
C 0.806 0.286 0.140
C -0.309 -0.568 0.409
C -0.184 -0.168 -0.200
N 0.244 0.172 0.071
H 0.355 -0.584 -0.090
H 0.032 -0.112 -0.401
H -0.056 0.046 0.004
H -0.434 0.066 -0.022
H -0.052 0.034 -0.124
H 0.005 0.135 0.027
H 0.092 0.194 -0.068
C -0.865 0.187 -0.535
C 1.307 1.374 -0.159
C 0.486 -0.771 0.409
C -0.697 0.793 0.062
N 0.350 -0.099 -0.015
H 0.096 -0.098 0.270
H 0.170 0.019 -0.196
H 0.092 -0.190 0.128
H -0.013 -0.702 -0.121
H -0.121 -0.188 0.198
H -0.362 0.005 0.163
H -0.462 -0.224 -0.117
C 0.464 0.160 -0.288
C 0.837 0.314 -0.949
C 0.435 -0.159 -0.700
C 1.298 0.731 -7.599
N -1.009 1.912 -4.330
H -0.222 -0.028 0.085
H 0.268 -0.190 -0.403
H -0.048 0.124 -0.068
H 0.007 -0.129 0.533
H -0.225 0.203 0.129
H 0.447 -0.615 -0.598
H -0.277 -0.044 0.127
C -0.338 0.455 0.072
C -1.087 1.232 1.151
C 1.739 -1.168 -0.736
C -0.240 0.100 0.276
N 0.169 -0.211 0.006
H 0.643 0.032 -0.146
H -0.032 -0.037 -0.203
H 0.175 -0.150 0.294
H 0.216 -0.410 0.419
H -0.539 -0.272 -0.794
H -0.314 0.178 0.204
H -0.345 0.273 -0.465
C -0.442 -0.709 -0.239
C 0.799 0.202 0.347
C -0.205 -0.240 -0.411
C 0.093 0.366 -0.482
N 0.231 -0.120 0.274
H 0.038 -0.046 0.129
H -0.065 0.121 -0.064
H 0.110 0.304 -0.076
H -0.006 0.126 -0.241
H -0.088 0.059 0.217
H -0.054 0.028 0.738
H -0.197 -0.156 -0.160

Calculated values
Maximum force in eV/A: 8.11
E_HOMO in eV: -9.3
Frontier orbital gap in eV: 9.445
LUMO energy in eV: 0.16